A 12-piece molecular cluster, C23H70NO15P overall, computed with ωB97M-V with the def2-TZVPD basis set.

The geometry in ORCA input format:
```
! RIJCOSX wB97M-V def2-TZVPD def2/J DEFGRID3
* xyz 0 1
C 5.219 -3.264 0.290
H -5.641 -4.028 4.660
O -1.986 -0.490 -5.706
H -1.122 5.351 1.059
H -4.466 2.517 -0.459
H 7.023 1.045 0.449
C -6.575 -2.158 0.907
H -1.762 1.853 1.554
H 1.486 -2.546 -2.911
O -4.421 -5.434 3.746
H -1.751 7.566 2.048
H -0.121 7.728 2.713
H -4.965 -4.555 -4.076
O -5.925 -3.422 0.747
H 8.077 3.319 0.300
H -6.079 -2.399 -3.419
C 6.669 -2.838 0.160
H -5.030 -5.567 3.012
C -0.543 5.781 1.876
C -3.573 1.886 -3.132
H 1.336 5.747 2.384
C 6.207 -2.335 4.146
H -6.793 -5.668 6.148
C -5.586 -1.059 1.249
O 7.940 -4.034 4.069
H -5.486 -3.619 1.582
C 6.532 -3.817 4.114
H 0.659 1.309 -0.246
H -5.788 -4.716 -2.515
C -0.412 1.309 -0.038
O -4.046 -2.041 -3.618
H -7.338 -2.239 1.688
O -3.671 3.166 -3.553
O 4.463 -2.872 -0.854
H -1.295 -0.058 -6.226
H -4.770 5.830 0.931
H 6.118 -4.282 3.219
H 7.247 -3.118 1.045
C -5.181 -5.001 4.871
C 1.593 -1.464 -3.035
C 3.043 -1.066 -3.210
H 4.853 -3.296 -1.625
H -0.223 1.265 -3.818
H 3.573 3.035 -2.978
O 3.341 2.256 -2.462
C -4.845 5.006 0.217
C -0.688 1.865 1.345
H 1.304 3.414 -1.121
H -1.780 -0.080 -0.015
H -0.357 7.724 0.965
C -4.973 -4.215 -3.037
O -0.991 1.392 -4.397
H 7.678 2.689 -1.309
H 3.057 1.721 -0.542
H 6.637 -1.865 5.034
H 6.633 -1.839 3.273
H -5.785 -6.971 5.494
H -4.029 -4.515 -2.583
O -3.538 1.636 -1.954
H 2.267 3.982 0.248
H -5.116 -2.370 -1.935
C 2.301 3.727 -0.811
H 5.129 -2.167 4.156
H 3.630 -1.373 -2.345
H -4.461 -4.861 5.676
C -5.177 3.701 0.920
P -1.942 0.073 -4.167
C -6.243 -6.007 5.269
H -4.022 -2.301 -4.546
H 9.346 2.655 -0.736
H -4.227 0.264 -4.154
H -5.615 5.247 -0.516
H -0.199 1.256 2.106
H 2.552 4.632 -1.370
N -3.468 0.941 -4.173
H 4.751 -2.780 1.147
C -0.706 7.289 1.902
H 4.312 2.945 -0.766
H -6.081 -0.093 1.355
H 6.740 -1.760 0.021
O 0.811 5.389 1.661
H -0.329 2.892 1.432
H -5.069 -1.287 2.185
H -4.832 -0.972 0.466
H -0.905 5.343 2.812
H 6.108 -4.329 4.984
H 9.241 0.182 -1.055
O -5.307 2.622 0.009
H -6.957 -6.158 4.457
H 8.325 -3.641 4.858
O -0.829 -0.043 -0.168
C -5.129 -2.710 -2.970
H -4.406 3.471 1.666
C 8.066 1.161 0.157
H 1.171 -0.986 -2.152
H 1.086 -1.451 -4.934
H 3.118 0.015 -3.320
H 5.144 -4.348 0.427
O 8.320 0.123 -0.783
C 8.304 2.540 -0.428
H 8.685 1.015 1.050
H -4.228 3.176 -4.345
H -7.074 -1.943 -0.036
C 3.312 2.630 -1.087
H -6.132 3.780 1.440
H -3.895 4.924 -0.316
O 0.778 -1.026 -4.128
H 3.475 -1.525 -4.106
H -0.908 1.928 -0.796
H 7.131 -3.307 -0.712
*
```

* electronic energy: -2442.97232 Ha
* frontier orbital gap: 8.9 eV
* SMILES string: O=C(O)NP(O)O.CCO.CCO.CCO.CCO.CCO.CCO.CCO.CCO.CCO.CCO.CCO

=====

A 15-piece molecular cluster, C23H75N29O15 overall at a distorted geometry, computed with ωB97M-V with the def2-TZVPD basis set.

The geometry in ORCA input format:
```
! RIJCOSX wB97M-V def2-TZVPD def2/J DEFGRID3
* xyz 1 2
H 0.515 -0.099 4.081
H 0.971 -5.470 -0.210
H -3.489 2.648 -4.019
H 3.702 4.337 -5.092
C 1.102 -4.509 -1.838
N 1.331 -5.515 -1.152
C 4.914 2.470 -0.380
H -4.845 4.273 2.039
N 0.961 -3.939 1.633
H -4.725 2.538 2.271
H -2.539 -2.226 -3.266
N 4.963 -3.221 -1.237
H 4.803 1.669 0.351
C 0.752 2.799 2.164
O 0.328 -6.084 1.399
O 1.747 -4.182 -2.796
H -6.022 -0.857 5.161
N -4.795 -2.415 0.164
H -0.808 -3.664 2.933
H -2.743 -2.800 1.198
H 3.243 -0.533 0.950
H -1.231 -5.354 3.198
N -0.813 -4.629 2.633
H 0.952 -1.293 -0.152
H 1.971 -6.238 -1.447
C 2.621 4.434 -2.548
N -4.737 -2.337 -4.120
H -7.080 1.306 2.193
H 1.954 4.036 -3.312
O 0.633 1.642 1.894
H 6.038 5.342 -2.341
C -5.968 1.133 0.651
C 4.341 0.643 -2.049
H 1.032 3.663 -1.190
N 0.363 -0.652 0.361
H 0.841 4.730 1.876
N 3.132 0.162 1.674
O -5.059 0.463 1.166
N 4.542 2.906 -2.937
H -1.099 1.002 -2.827
N -4.136 -1.842 4.821
H 4.424 3.334 0.070
N -3.105 -1.422 -3.036
N -4.309 3.458 2.302
H 5.008 5.029 -0.957
H -5.606 -2.298 -4.634
H 2.398 5.501 -2.564
H -5.992 0.337 3.773
H 2.386 1.626 -0.542
H -2.810 -0.690 -2.406
H 4.422 -4.008 1.580
H -6.577 1.978 -1.074
N 0.996 -1.038 -3.472
C 0.238 -0.626 -4.387
H -1.588 2.643 3.353
H 1.318 -2.931 5.363
C -0.238 -1.851 4.593
H 4.004 -1.948 2.186
C 2.111 3.679 -1.349
H 1.674 -1.775 -3.606
N 0.074 -1.532 -5.277
H 1.630 2.332 3.790
O 3.278 -2.574 0.044
N -5.672 -0.464 4.300
H 1.580 4.109 3.376
H 1.776 -4.174 1.084
C 2.654 2.210 -1.423
H -7.753 2.005 0.654
H 5.935 -3.492 -1.254
N 1.036 -2.148 4.791
C -2.599 2.134 -2.377
H -1.445 1.097 -1.081
H 0.547 -2.412 -5.127
H 4.064 0.200 -3.006
C 4.140 4.340 -2.882
N 1.465 3.124 3.185
C 4.264 4.898 -4.346
H 4.663 -2.740 -2.073
H 0.660 -0.009 1.080
H 5.312 4.717 -4.582
C -3.052 3.586 2.545
C -4.335 -1.272 -3.593
H 3.748 0.035 -1.367
C 3.111 -0.312 2.899
H 2.523 4.148 -0.456
C 4.212 2.117 -1.723
H 2.597 1.007 1.532
H -0.311 -1.309 -6.183
N 0.516 3.870 1.458
N 4.720 -4.100 0.619
H -2.543 1.228 -4.222
C 0.144 -4.942 1.808
H -0.630 -4.492 -0.947
H -4.116 -1.672 0.094
N -7.046 1.550 1.213
O -0.391 0.416 -4.452
N -2.851 1.975 -3.617
N -1.639 1.338 -2.042
H 2.177 1.669 -2.240
H -4.234 -3.201 -3.982
H 1.837 -1.551 4.640
O 5.840 2.662 -3.364
N 0.025 -3.968 -1.510
H 5.377 0.305 -2.029
N -2.524 2.489 3.007
H -4.743 -2.513 5.270
O -2.435 4.585 2.467
N 3.694 -1.426 2.994
N -3.462 -3.475 1.419
H 6.337 2.634 -2.543
O -1.208 -2.521 4.897
H -5.471 -2.620 -0.558
H 3.837 -1.813 3.915
C -4.666 -3.441 0.898
H 0.943 -3.030 2.072
H -3.251 -4.304 1.957
O -5.531 -4.321 1.020
H -1.265 -0.238 3.880
C -4.358 -0.661 4.363
C 5.000 5.287 -2.016
H 5.950 2.671 -0.653
N -0.350 -0.621 4.068
H -3.224 1.821 3.297
O -5.024 -0.242 -3.565
H -4.874 2.001 -0.804
O 2.755 0.446 3.822
O -3.401 0.058 3.976
H -3.142 -2.015 4.780
C 4.249 -3.258 -0.195
H 5.699 -4.287 0.458
H 0.972 -0.483 -2.628
H 3.990 5.948 -4.445
H 0.308 3.790 0.473
H -2.640 -0.170 1.118
H -1.145 0.397 1.810
N -5.793 1.723 -0.490
H -0.257 -3.327 -2.237
H 4.626 6.306 -1.922
O -1.548 -1.412 -0.623
O -3.182 2.948 -1.685
N -1.631 -0.193 1.150
C -0.938 -0.772 0.203
*
```

* electronic energy: -3637.88061 Ha
* frontier orbital gap (spin up / spin down): 7.2 / 2.6 eV